(1)
Entry from the OMol25 dataset: a molecular structure, C5H7NO (wB97M-V/def2-TZVPD).

Each line ends with the Löwdin charge.
Atoms and positions in Å:
O: -1.724 1.549 0.670  0.05
C: -0.880 0.618 0.461  -0.42
C: -1.166 -0.208 -0.651  -0.14
N: 0.192 -0.777 -0.928  -0.08
C: 1.031 0.444 -0.702  -0.12
C: 0.557 0.375 0.790  -0.12
C: 0.591 -1.153 0.479  -0.12
H: -2.017 1.085 -0.489  0.24
H: -1.947 -0.960 -0.560  0.11
H: 0.744 1.303 -1.313  0.12
H: 2.098 0.232 -0.817  0.12
H: 1.037 0.887 1.623  0.14
H: 1.597 -1.583 0.513  0.11
H: -0.113 -1.809 0.998  0.12

Output
- Max |F|: 0.4 eV Å⁻¹
- Electronic energy: -8830.5567 eV
- Kohn-Sham gap: 9.1957 eV
- LUMO level: 0.58 eV
- ΔE to the lowest compared entry with this formula, charge and spin: 130.20 kcal/mol

(2)
Entry from the OMol25 dataset: 2 unconnected molecules or ions with the total composition C5H7NO (wB97M-V/def2-TZVPD).

Each line ends with the Löwdin charge.
Atoms and positions in Å:
O: -1.491 0.864 2.619  0.04
C: -2.086 0.495 1.725  0.03
C: 0.155 -0.123 -0.262  -0.48
C: 0.144 1.114 -1.054  -0.10
N: 1.396 0.350 -0.900  0.03
C: -0.481 -1.453 -0.506  -0.03
C: 1.300 0.272 0.570  -0.11
H: -1.410 -1.557 0.064  0.05
H: -0.265 1.080 -2.062  0.11
H: 0.067 2.083 -0.553  0.10
H: -0.716 -1.568 -1.569  0.08
H: 0.201 -2.258 -0.214  0.08
H: 1.920 -0.509 1.005  0.11
H: 1.265 1.208 1.135  0.10

Output
- Max |F|: 1.3 eV Å⁻¹
- Electronic energy: -8833.5071 eV
- Kohn-Sham gap: 10.8873 eV
- LUMO level: 1.06 eV
- ΔE to the lowest compared entry with this formula, charge and spin: 62.16 kcal/mol

(3)
Entry from the OMol25 dataset: a molecular structure, C5H7NO (wB97M-V/def2-TZVPD).

Each line ends with the Löwdin charge.
Atoms and positions in Å:
C: 0.397 1.129 0.518  -0.25
C: -0.448 1.646 -0.597  -0.06
N: -0.012 0.134 1.269  0.07
C: 0.957 -1.187 0.156  -0.47
C: -0.192 -1.831 -0.424  -0.08
C: -1.216 -2.364 -0.752  0.14
O: 1.830 -1.699 0.824  0.03
H: 0.509 0.021 2.131  0.09
H: 1.070 1.882 0.954  0.13
H: 1.217 -0.227 -0.522  0.13
H: -0.963 0.821 -1.093  0.08
H: 0.159 2.198 -1.317  0.08
H: -1.185 2.340 -0.184  0.09
H: -2.123 -2.864 -0.965  0.03

Output
- Max |F|: 4.5 eV Å⁻¹
- Electronic energy: -8831.0671 eV
- Kohn-Sham gap: 9.1763 eV
- LUMO level: -0.16 eV
- ΔE to the lowest compared entry with this formula, charge and spin: 118.43 kcal/mol

(4)
Entry from the OMol25 dataset: 2 unconnected molecules or ions with the total composition C5H7NO (wB97M-V/def2-TZVPD).

Each line ends with the Löwdin charge.
Atoms and positions in Å:
C: 2.009 -0.843 -0.242  -0.14
C: 2.013 0.624 -0.096  -0.07
C: 0.747 1.232 0.056  -0.06
C: -0.467 0.400 0.077  -0.10
C: -0.226 -0.885 0.136  -0.21
H: 2.946 -1.279 -0.543  0.09
H: 2.924 1.233 -0.218  0.09
H: 0.807 2.365 0.144  0.11
H: -1.464 0.911 0.281  0.11
H: -0.936 -1.637 0.281  0.08
H: -2.733 -0.157 0.745  0.10
H: -3.756 -0.218 -0.471  0.05
N: 0.957 -1.590 0.125  0.06
O: -2.820 -0.155 -0.277  -0.12

Output
- Max |F|: 6.4 eV Å⁻¹
- Electronic energy: -8834.0449 eV
- Kohn-Sham gap: 9.9341 eV
- LUMO level: 0.60 eV
- Structure (SMILES): c1ccncc1.O
- ΔE to the lowest compared entry with this formula, charge and spin: 49.76 kcal/mol

(5)
Entry from the OMol25 dataset: a single C5H7NO molecule (wB97M-V/def2-TZVPD).

Each line ends with the Löwdin charge.
Atoms and positions in Å:
O: -1.617 1.622 1.229  0.05
C: -0.886 0.803 0.707  -0.45
C: -1.202 -0.006 -0.558  -0.10
N: 0.103 -0.639 -0.852  -0.17
C: 0.954 0.436 -1.025  0.06
C: 0.434 0.316 1.117  0.01
C: 0.621 -1.042 0.477  -0.20
H: -1.535 0.621 -1.388  0.13
H: -1.955 -0.771 -0.352  0.13
H: 0.639 1.172 -1.773  0.11
H: 2.019 0.224 -1.024  0.09
H: 0.687 0.485 2.171  0.11
H: 1.672 -1.330 0.376  0.11
H: 0.066 -1.892 0.893  0.12

Output
- Max |F|: 0.6 eV Å⁻¹
- Electronic energy: -8832.6560 eV
- Kohn-Sham gap: 8.2208 eV
- LUMO level: -0.09 eV
- ΔE to the lowest compared entry with this formula, charge and spin: 81.79 kcal/mol

(6)
Entry from the OMol25 dataset: a single C5H7NO molecule (wB97M-V/def2-TZVPD).

Each line ends with the Löwdin charge.
Atoms and positions in Å:
C: -1.643 0.395 0.617  -0.01
C: 0.013 -0.275 0.086  -0.14
C: 0.120 -1.557 -0.228  -0.14
O: 0.951 -1.981 -1.283  -0.14
C: 1.917 -1.181 -1.654  0.06
C: -0.053 1.038 0.034  -0.23
N: 0.614 1.954 0.790  0.06
H: -1.788 -0.430 1.328  0.08
H: -2.300 0.288 -0.244  0.08
H: -1.854 1.313 1.166  0.08
H: -0.421 -2.374 0.230  0.12
H: 2.326 -1.735 -2.535  0.02
H: 0.673 2.884 0.406  0.09
H: 1.446 1.661 1.287  0.10

Output
- Max |F|: 0.5 eV Å⁻¹
- Electronic energy: -8828.2925 eV
- Kohn-Sham gap: 8.4237 eV
- LUMO level: 0.66 eV
- ΔE to the lowest compared entry with this formula, charge and spin: 182.42 kcal/mol

(7)
Entry from the OMol25 dataset: a single C5H7NO molecule (wB97M-V/def2-TZVPD).

Each line ends with the Löwdin charge.
Atoms and positions in Å:
C: 1.769 0.053 0.207  -0.08
N: 1.158 -0.639 1.358  0.08
C: 0.325 -0.218 0.280  -0.40
C: -0.878 0.695 0.266  -0.19
C: -1.123 0.316 -1.216  -0.01
C: -0.839 -0.957 -0.393  -0.18
O: -1.722 -0.451 0.664  -0.04
H: 2.061 1.100 0.316  0.11
H: 2.474 -0.551 -0.363  0.10
H: 1.060 -0.046 2.178  0.10
H: -1.038 1.628 0.797  0.15
H: -0.373 0.550 -1.976  0.11
H: -2.143 0.535 -1.544  0.11
H: -0.730 -2.014 -0.572  0.14

Output
- Max |F|: 1.0 eV Å⁻¹
- Electronic energy: -8831.6299 eV
- Kohn-Sham gap: 10.5602 eV
- LUMO level: 1.02 eV
- ΔE to the lowest compared entry with this formula, charge and spin: 105.45 kcal/mol

(8)
Entry from the OMol25 dataset: a single C5H7NO molecule (wB97M-V/def2-TZVPD).

Each line ends with the Löwdin charge.
Atoms and positions in Å:
C: -1.968 0.415 0.699  -0.08
N: -0.729 -0.200 0.161  0.03
C: 0.493 -2.017 0.009  0.14
C: 1.543 -1.244 -0.424  -0.24
C: 1.505 0.122 -0.471  -0.08
C: 0.235 0.637 -0.096  -0.45
O: 0.045 1.977 0.014  0.07
H: -2.298 1.249 0.058  0.08
H: -1.849 0.852 1.704  0.08
H: -2.782 -0.310 0.744  0.07
H: 0.189 -2.794 -0.720  0.05
H: 2.420 -1.851 -0.658  0.12
H: 2.347 0.745 -0.730  0.10
H: 0.849 2.420 -0.292  0.11

Output
- Max |F|: 1.1 eV Å⁻¹
- Electronic energy: -8832.0925 eV
- Kohn-Sham gap: 8.2849 eV
- LUMO level: 0.42 eV
- ΔE to the lowest compared entry with this formula, charge and spin: 94.79 kcal/mol

(9)
Entry from the OMol25 dataset: a single C5H7NO molecule (wB97M-V/def2-TZVPD).

Each line ends with the Löwdin charge.
Atoms and positions in Å:
C: -1.016 -1.322 0.205  -0.06
C: -0.574 0.146 0.183  -0.36
C: 0.775 0.444 -0.508  -0.13
C: 1.994 0.272 0.355  -0.25
O: 2.241 1.179 1.119  0.05
C: -1.612 0.959 -0.477  -0.20
N: -2.425 1.591 -1.004  0.16
H: -1.984 -1.414 0.710  0.09
H: -0.289 -1.935 0.744  0.08
H: -1.129 -1.716 -0.809  0.09
H: -0.490 0.519 1.210  0.15
H: 0.830 -0.065 -1.484  0.13
H: 0.876 1.546 -0.476  0.13
H: 2.691 -0.577 0.258  0.12

Output
- Max |F|: 1.5 eV Å⁻¹
- Electronic energy: -8835.0053 eV
- Kohn-Sham gap: 10.9192 eV
- LUMO level: 0.42 eV
- Structure (SMILES): C[C@H](C#N)CC=O
- ΔE to the lowest compared entry with this formula, charge and spin: 27.62 kcal/mol

(10)
Entry from the OMol25 dataset: 2 unconnected molecules or ions with the total composition C5H7NO (wB97M-V/def2-TZVPD).

Each line ends with the Löwdin charge.
Atoms and positions in Å:
N: 1.500 -2.013 0.023  0.09
C: 0.649 -1.227 -0.497  -0.26
O: 1.708 1.374 -1.505  -0.01
C: 0.827 2.125 -1.178  -0.16
C: -1.366 0.396 -0.064  -0.04
C: -1.835 -0.648 -0.657  0.00
C: -0.618 -0.887 0.203  -0.25
H: 2.272 -2.168 -0.627  0.04
H: -0.044 2.332 -1.830  0.09
H: 0.832 2.644 -0.199  0.09
H: -1.455 1.444 0.187  0.10
H: 0.749 -0.794 -1.500  0.10
H: -2.545 -1.124 -1.314  0.10
H: -0.715 -1.372 1.176  0.12

Output
- Max |F|: 0.5 eV Å⁻¹
- Electronic energy: -8831.9507 eV
- Kohn-Sham gap: 10.1098 eV
- LUMO level: 0.52 eV
- Structure (SMILES): [H]/N=C/C1C=C1.C=O
- ΔE to the lowest compared entry with this formula, charge and spin: 98.06 kcal/mol

(11)
Entry from the OMol25 dataset: 2 unconnected molecules or ions with the total composition C5H7NO (wB97M-V/def2-TZVPD).

Each line ends with the Löwdin charge.
Atoms and positions in Å:
C: 0.606 0.695 1.596  -0.15
C: 1.555 0.066 0.666  -0.01
C: -0.660 -0.907 -1.316  -0.06
C: -1.847 -0.701 -0.415  -0.31
O: -2.132 0.355 0.102  0.02
C: 2.088 0.903 -0.326  -0.29
N: 2.596 1.482 -1.207  0.17
H: 1.310 1.137 2.332  0.12
H: 0.004 -0.032 2.144  0.07
H: -0.011 1.513 1.206  0.09
H: 0.173 -1.302 -0.713  0.06
H: -0.351 0.042 -1.763  0.08
H: -0.872 -1.647 -2.095  0.08
H: -2.458 -1.604 -0.210  0.12

Output
- Max |F|: 1.0 eV Å⁻¹
- Electronic energy: -8831.6570 eV
- Kohn-Sham gap (alpha / beta): 7.6564 / 7.6604 eV
- LUMO level (alpha / beta): -1.81 / -1.81 eV
- ΔE to the lowest compared entry with this formula, charge and spin: 104.83 kcal/mol

(12)
Entry from the OMol25 dataset: a single C5H7NO molecule (wB97M-V/def2-TZVPD).

Each line ends with the Löwdin charge.
Atoms and positions in Å:
C: 1.632 0.445 1.041  -0.01
C: 0.380 -0.144 0.534  -0.29
C: -0.250 0.035 -0.641  -0.32
N: 0.251 0.662 -1.809  0.08
C: -1.580 -0.459 -0.476  -0.04
C: -1.603 -1.058 0.750  -0.11
O: -0.410 -0.899 1.364  0.04
H: 2.413 -0.309 1.137  0.08
H: 1.945 1.205 0.316  0.08
H: 1.474 0.930 2.011  0.09
H: -0.518 0.916 -2.426  0.08
H: 0.786 -0.029 -2.326  0.09
H: -2.199 0.359 -0.777  0.11
H: -2.319 -1.654 1.301  0.12

Output
- Max |F|: 2.3 eV Å⁻¹
- Electronic energy: -8834.2716 eV
- Kohn-Sham gap: 9.2054 eV
- LUMO level: 1.05 eV
- Structure (SMILES): Cc1occc1N
- ΔE to the lowest compared entry with this formula, charge and spin: 44.54 kcal/mol

(13)
Entry from the OMol25 dataset: a single C5H7NO molecule (wB97M-V/def2-TZVPD).

Each line ends with the Löwdin charge.
Atoms and positions in Å:
C: -0.017 1.429 0.028  -0.08
C: -1.627 -0.533 0.176  -0.15
C: -0.613 -1.412 0.127  -0.08
C: 0.594 -0.739 -0.359  -0.25
C: 0.912 0.397 0.609  -0.26
H: 0.556 1.669 -0.859  0.11
H: -0.314 2.327 0.615  0.13
H: -2.773 -0.725 0.328  0.16
H: -1.038 -2.442 0.197  0.11
H: 0.462 -0.462 -1.327  0.10
H: 2.488 0.016 -0.900  0.15
H: 0.721 0.095 1.560  0.11
N: 2.050 -0.396 0.056  0.08
O: -1.401 0.777 -0.250  -0.13

Output
- Max |F|: 3.8 eV Å⁻¹
- Electronic energy: -8830.8441 eV
- Kohn-Sham gap: 9.7278 eV
- LUMO level: 0.96 eV
- Structure (SMILES): C1=C[C@@H]2N[C@H]2CO1
- ΔE to the lowest compared entry with this formula, charge and spin: 123.57 kcal/mol

(14)
Entry from the OMol25 dataset: a single C5H7NO molecule (wB97M-V/def2-TZVPD).

Each line ends with the Löwdin charge.
Atoms and positions in Å:
C: -1.372 -0.505 0.314  -0.05
C: -0.629 0.468 -0.541  -0.24
C: 0.450 1.343 0.014  -0.14
O: 1.280 0.635 0.934  -0.05
C: 1.546 -0.660 0.624  -0.23
N: 0.891 -1.461 -0.107  0.10
C: -0.339 -0.990 -0.686  -0.26
H: -1.098 -0.692 1.349  0.12
H: -2.434 -0.462 0.122  0.10
H: -1.229 0.918 -1.327  0.14
H: 0.027 2.187 0.567  0.13
H: 1.075 1.727 -0.801  0.13
H: 2.456 -0.980 1.127  0.13
H: -0.623 -1.528 -1.588  0.13

Output
- Max |F|: 0.7 eV Å⁻¹
- Electronic energy: -8834.5518 eV
- Kohn-Sham gap: 10.1612 eV
- LUMO level: 0.96 eV
- Structure (SMILES): C1=N[C@H]2C[C@H]2CO1
- ΔE to the lowest compared entry with this formula, charge and spin: 38.07 kcal/mol

(15)
Entry from the OMol25 dataset: a single C5H7NO molecule (wB97M-V/def2-TZVPD).

Each line ends with the Löwdin charge.
Atoms and positions in Å:
C: 0.701 0.055 1.800  -0.05
C: 0.215 0.507 0.421  -0.29
C: 1.331 0.709 -0.513  -0.21
N: 2.204 0.841 -1.260  0.16
C: -0.845 -0.452 -0.169  -0.41
O: -1.497 -1.149 0.574  0.10
C: -1.040 -0.443 -1.664  -0.01
H: 1.313 -0.847 1.712  0.09
H: 1.297 0.838 2.276  0.09
H: -0.165 -0.177 2.423  0.08
H: -0.299 1.476 0.513  0.16
H: -2.028 -0.839 -1.904  0.09
H: -0.274 -1.077 -2.126  0.10
H: -0.913 0.560 -2.082  0.09

Output
- Max |F|: 1.1 eV Å⁻¹
- Electronic energy: -8835.7259 eV
- Kohn-Sham gap: 10.9262 eV
- LUMO level: 0.63 eV
- Structure (SMILES): CC(=O)[C@@H](C)C#N
- ΔE to the lowest compared entry with this formula, charge and spin: 11.00 kcal/mol

(16)
Entry from the OMol25 dataset: 3 unconnected molecules or ions with the total composition C5H7NO (wB97M-V/def2-TZVPD).

Each line ends with the Löwdin charge.
Atoms and positions in Å:
C: 1.540 -0.378 -0.423  -0.14
C: 0.430 -0.234 -1.419  -0.13
C: -1.515 -0.978 -0.018  -0.17
O: -1.134 -1.070 1.128  -0.08
C: -0.462 1.233 2.039  -0.06
N: 0.052 2.100 1.477  0.08
C: 0.761 0.841 -0.779  -0.10
H: 1.387 -0.935 0.512  0.08
H: 2.560 -0.409 -0.805  0.08
H: 0.047 -0.574 -2.363  0.10
H: -1.436 -1.843 -0.695  0.09
H: -2.032 -0.087 -0.424  0.10
H: -0.943 0.421 2.537  0.06
H: 0.745 1.914 -0.766  0.09

Output
- Max |F|: 1.4 eV Å⁻¹
- Electronic energy: -8831.2032 eV
- Kohn-Sham gap: 10.0606 eV
- LUMO level: 0.53 eV
- Structure (SMILES): C1=CC1.C#N.C=O
- ΔE to the lowest compared entry with this formula, charge and spin: 115.29 kcal/mol

(17)
Entry from the OMol25 dataset: a single C5H7NO molecule (wB97M-V/def2-TZVPD).

Each line ends with the Löwdin charge.
Atoms and positions in Å:
N: -1.041 -0.450 -1.636  0.16
C: 0.222 -0.088 -1.302  -0.52
O: 0.446 1.226 -0.899  -0.02
C: 1.162 0.577 0.189  -0.29
C: 0.009 0.360 1.204  -0.12
C: -1.103 -0.355 0.372  0.06
C: 1.219 -0.698 -0.615  -0.02
H: -1.473 0.347 -2.153  0.10
H: 2.038 1.131 0.529  0.14
H: -0.348 1.300 1.654  0.11
H: 0.364 -0.273 2.039  0.12
H: -2.048 0.140 0.345  0.08
H: -1.124 -1.431 0.542  0.10
H: 1.260 -1.721 -0.254  0.10

Output
- Max |F|: 1.6 eV Å⁻¹
- Electronic energy: -8830.6799 eV
- Kohn-Sham gap (alpha / beta): 8.2288 / 8.2294 eV
- LUMO level (alpha / beta): 0.23 / 0.23 eV
- ΔE to the lowest compared entry with this formula, charge and spin: 127.36 kcal/mol

(18)
Entry from the OMol25 dataset: a single C5H7NO molecule (wB97M-V/def2-TZVPD).

Each line ends with the Löwdin charge.
Atoms and positions in Å:
C: -1.688 0.307 0.572  -0.05
C: -0.445 -0.366 0.079  -0.23
C: -0.268 -1.659 -0.294  -0.09
O: 1.001 -1.888 -0.695  -0.01
C: 1.672 -0.707 -0.568  -0.08
C: 0.839 0.263 -0.105  -0.29
N: 1.150 1.600 0.198  0.09
H: -2.570 -0.322 0.415  0.08
H: -1.861 1.251 0.039  0.08
H: -1.629 0.540 1.642  0.08
H: -0.936 -2.510 -0.324  0.13
H: 2.720 -0.718 -0.824  0.12
H: 0.327 2.154 0.392  0.07
H: 1.687 2.056 -0.528  0.09

Output
- Max |F|: 0.3 eV Å⁻¹
- Electronic energy: -8835.3880 eV
- Kohn-Sham gap: 8.9445 eV
- LUMO level: 0.93 eV
- Structure (SMILES): Cc1cocc1N
- ΔE to the lowest compared entry with this formula, charge and spin: 18.79 kcal/mol